Entry 1:
The following is a quantum chemistry calculation of C16H27Cl2NO4Tl as an isolated structure, from OMol25.

Last column: Mulliken charge in e.
Element x y z (Å)
C: -0.519 2.944 -2.759  -0.489
C: 3.312 1.262 0.912  -0.906
Cl: -1.158 1.536 -1.883  -0.035
H: 1.511 2.828 2.002  0.532
C: -0.271 1.785 1.467  -0.637
H: -3.115 -1.203 2.767  0.530
H: 3.581 0.638 1.770  0.355
O: 1.900 1.258 0.709  -0.163
C: 3.311 -3.472 2.992  -0.638
C: 1.833 -2.174 4.368  -0.878
N: -1.922 -2.516 -2.850  -0.391
H: -0.441 2.412 0.589  0.232
C: 1.768 -1.917 1.970  0.561
H: 3.180 -3.146 0.889  0.390
C: 1.191 1.797 1.820  -0.539
H: 1.400 1.199 2.712  0.166
C: -0.939 -2.071 -2.055  0.632
H: -0.949 -4.042 2.523  0.249
H: 3.664 2.283 1.072  0.321
H: 2.352 -1.056 -2.226  0.536
H: -1.608 -0.608 3.480  0.259
C: -2.020 0.085 1.483  -0.999
H: 1.005 0.072 -2.323  0.033
H: 3.250 -3.595 5.132  0.389
C: 2.783 -2.865 1.858  -0.803
H: -1.016 3.831 -2.387  0.339
H: -1.756 -2.747 -3.813  0.198
O: -1.385 -2.114 2.080  -0.168
H: -2.845 -2.636 -2.469  0.252
Cl: 1.221 3.121 -2.504  -0.133
H: 4.094 -4.212 2.889  0.405
C: 0.448 -1.985 -2.654  -0.743
C: -2.062 -0.978 2.548  -0.502
H: -0.856 2.173 2.303  0.494
C: 1.299 -1.579 3.235  0.029
H: 0.893 -2.978 -2.535  0.295
H: -0.705 2.802 -3.816  0.355
H: 0.370 -1.812 -3.731  0.430
H: 0.502 -0.855 3.343  0.374
C: 2.838 -3.126 4.248  -0.495
H: 1.461 -1.900 5.348  0.426
O: -1.147 -1.779 -0.876  -0.529
Tl: 1.073 -1.044 0.157  1.587
C: -1.473 -3.205 2.978  -0.912
O: -0.661 0.446 1.165  0.071
H: -2.558 0.970 1.826  0.560
H: 3.767 0.864 0.007  0.262
C: 1.299 -0.915 -1.986  -1.188
H: -2.482 -0.278 0.567  0.196
H: -2.517 -3.481 3.155  0.350
H: -0.999 -2.970 3.937  0.341

Output
spin multiplicity	1
relative energy (zero: lowest compared OMol25 entry of this formula, charge and spin)	0.620	eV
lowest unoccupied orbital energy	-2.06	eV
energy	-2074.184142	a.u.
total charge	+1
orbital gap	9.87	eV

---

Entry 2:
The following is a quantum chemistry calculation of one molecule with the formula C4H6O2 at a distorted geometry, from OMol25.

Last column: Mulliken charge in e.
Element x y z (Å)
H: -0.402 1.397 0.372  0.230
C: 0.006 0.706 -1.254  0.354
C: 0.574 0.950 0.106  -0.308
H: 1.474 1.556 0.234  0.355
C: -0.774 -0.969 0.099  -0.315
H: -1.593 -1.180 0.796  0.278
H: -0.546 -1.878 -0.457  0.279
H: 1.353 -1.040 0.670  0.284
C: 0.480 -0.395 0.810  -0.492
O: 0.245 1.113 -2.350  -0.524
H: 0.342 -0.248 1.885  0.245
O: -1.160 -0.012 -0.909  -0.385

Output
spin multiplicity	1
SMILES	O=C1CCCO1
relative energy (zero: lowest compared OMol25 entry of this formula, charge and spin)	0.948	eV
lowest unoccupied orbital energy	0.76	eV
energy	-306.471466	a.u.
total charge	0
orbital gap	11.07	eV

---

Entry 3:
The following is a quantum chemistry calculation of a 2-piece molecular cluster, C28H27NO3 overall at a distorted geometry, from OMol25.

Last column: Mulliken charge in e.
Element x y z (Å)
C: -1.387 -0.573 2.343  0.063
C: -3.718 0.134 2.064  -0.759
C: 3.187 -1.271 1.945  -0.662
H: 0.026 6.348 -4.613  0.391
C: -1.549 4.351 4.769  -0.917
H: -0.870 0.707 0.809  0.420
C: -2.680 4.349 2.217  -0.239
C: -0.495 3.370 -2.194  -0.064
C: 1.806 -1.437 2.155  -0.170
C: -0.857 4.771 -0.290  -0.304
C: -2.788 1.063 1.319  0.221
O: -2.583 6.432 5.222  -0.415
H: -0.553 -0.257 4.330  0.527
O: -0.940 5.809 0.363  -0.691
H: -4.357 -0.357 1.328  0.337
C: -3.478 7.514 4.835  -0.785
H: -0.529 6.780 -2.194  0.477
H: 1.195 1.290 4.084  0.220
C: -3.136 5.268 3.140  -0.954
H: -0.485 2.591 4.109  0.328
H: 1.269 -2.274 1.690  0.361
C: -0.143 3.098 -3.510  -0.233
H: -4.503 7.164 4.634  0.307
H: -3.033 2.088 1.577  -0.323
H: -0.415 -1.893 3.697  0.347
H: 4.928 -0.052 2.359  0.386
C: -2.832 -0.869 2.811  -0.771
H: -3.099 -1.889 2.526  0.322
H: -0.013 2.062 -3.822  0.465
H: 0.182 2.392 1.743  0.312
H: -3.058 8.041 3.961  0.335
C: -2.455 5.369 4.385  0.771
H: 0.305 4.002 -5.414  0.375
C: -0.642 4.701 -1.761  -0.019
H: -3.458 8.144 5.725  0.251
C: 3.144 0.755 3.266  -0.831
H: -1.164 4.359 5.774  0.466
C: -0.432 5.778 -2.602  -0.425
H: 3.741 -2.002 1.353  0.374
C: 0.042 4.183 -4.376  -0.511
O: -0.657 1.223 -0.991  -0.844
H: -2.960 -0.783 3.900  0.365
H: -4.343 0.708 2.750  0.284
C: -1.526 3.566 2.496  0.896
C: 3.865 -0.187 2.523  -0.400
H: -3.971 5.927 2.877  0.263
C: 1.101 -0.554 2.991  0.477
C: -0.870 3.340 0.141  0.181
C: -0.334 -0.826 3.413  -1.329
H: -3.175 4.244 1.241  0.457
H: -2.872 0.997 0.233  0.303
C: -1.129 3.429 3.842  -0.276
N: -1.401 0.757 1.694  -0.261
H: 3.643 1.621 3.707  0.385
C: -0.780 2.877 1.455  0.415
C: -0.657 2.463 -1.024  0.318
C: -0.109 5.511 -3.933  -0.485
C: 1.773 0.570 3.490  0.011
H: -1.151 -1.288 1.535  0.258

Output
spin multiplicity	1
SMILES	COc1ccc(C=C2C(=O)c3ccccc3C2=O)cc1.c1ccc(C[C@H]2CCCN2)cc1
relative energy (zero: lowest compared OMol25 entry of this formula, charge and spin)	0.000	eV
lowest unoccupied orbital energy	-0.62	eV
energy	-1363.561745	a.u.
total charge	0
orbital gap	7.11	eV

---

Please write out number 2 again, unchanged.
The following is a quantum chemistry calculation of one molecule with the formula C4H6O2 at a distorted geometry, from OMol25.

Last column: Mulliken charge in e.
Element x y z (Å)
H: -0.402 1.397 0.372  0.230
C: 0.006 0.706 -1.254  0.354
C: 0.574 0.950 0.106  -0.308
H: 1.474 1.556 0.234  0.355
C: -0.774 -0.969 0.099  -0.315
H: -1.593 -1.180 0.796  0.278
H: -0.546 -1.878 -0.457  0.279
H: 1.353 -1.040 0.670  0.284
C: 0.480 -0.395 0.810  -0.492
O: 0.245 1.113 -2.350  -0.524
H: 0.342 -0.248 1.885  0.245
O: -1.160 -0.012 -0.909  -0.385

Output
spin multiplicity	1
SMILES	O=C1CCCO1
relative energy (zero: lowest compared OMol25 entry of this formula, charge and spin)	0.948	eV
lowest unoccupied orbital energy	0.76	eV
energy	-306.471466	a.u.
total charge	0
orbital gap	11.07	eV

---

What is the formula in the first record? C16H27Cl2NO4Tl